Entry one
Formula: C8H14O
Source: the Open Molecules 2025 dataset
Level of theory: ωB97M-V/def2-TZVPD

- HOMO: -8.995 eV
- Total charge: 0

Last column: Mulliken charge in e.
Positions of all 23 atoms, in Å:
C: 1.99456 1.45081 -0.82394  -1.14
C: 0.74068 0.47276 -0.07516  -0.09
C: 0.85939 -1.03508 -0.25584  -0.14
C: 1.88822 -1.45425 0.96750  -0.93
C: -0.75192 -1.17823 -0.12410  -0.37
C: -2.15906 -1.23657 -0.52590  -0.63
C: -1.26491 -0.03937 -0.66455  0.07
C: -0.64751 1.17008 0.06209  0.00
H: 2.05340 1.38475 -1.90529  0.31
H: 1.68646 2.57100 -0.60196  0.31
H: 2.93875 1.06365 -0.41328  0.28
H: 1.20349 0.15418 1.02597  0.08
H: 1.30705 -1.26500 -1.10524  0.62
H: 2.94386 -2.50236 0.22383  0.26
H: 2.78094 -0.58850 1.13267  0.29
H: 1.16828 -1.64131 1.86848  0.27
H: -0.72030 -0.83002 0.90996  0.10
H: -2.83352 -1.52031 0.37258  0.25
H: -2.34562 -1.46189 -1.54891  0.30
H: -0.96250 0.00562 -1.84024  0.06
H: -0.64539 2.22320 -0.51003  0.34
H: -2.02570 2.54395 1.12087  0.42
O: -1.31324 1.37026 1.23874  -0.64

Entry two
Formula: C8H14O
Source: the Open Molecules 2025 dataset
Level of theory: ωB97M-V/def2-TZVPD

- HOMO (alpha / beta): -7.542 / -7.542 eV
- Total charge: 0

Last column: Mulliken charge in e.
Positions of all 23 atoms, in Å:
C: 0.01533 -0.92593 0.55192  -0.19
C: 1.46887 -0.44025 0.57304  -0.66
C: -1.99488 0.55544 -0.59591  -1.43
C: -0.48494 -1.53024 1.84601  -1.43
C: 1.33628 0.04471 -1.91162  -1.45
C: -0.92095 0.76925 0.45941  1.22
C: 1.14857 0.51520 -0.51059  0.99
C: 0.41398 1.70078 -0.23237  -1.19
O: -1.20837 1.13606 1.60770  -0.75
H: -0.18412 -1.56146 -0.30862  0.27
H: 2.22789 -1.18245 0.32078  0.36
H: 1.69262 0.04781 1.52070  0.30
H: -2.56918 1.47771 -0.71205  0.41
H: -1.56670 0.26782 -1.55562  0.30
H: -2.67122 -0.23011 -0.25894  0.32
H: -1.50219 -1.90717 1.72342  0.35
H: 0.15481 -2.36245 2.15675  0.39
H: -0.50872 -0.77623 2.63303  0.34
H: 1.23428 -1.03621 -2.01354  0.35
H: 2.36974 0.29361 -2.18657  0.40
H: 0.67888 0.54651 -2.62028  0.39
H: 0.13189 2.29583 -1.09543  0.37
H: 0.73813 2.30176 0.60878  0.34

Sorted by energy, starting with the most stable: entry two, entry one.

Entry one
Formula: C27H20AsF5N5O5PS6Zr
Source: the Open Molecules 2025 dataset
Level of theory: ωB97M-V/def2-TZVPD

- HOMO: -1.190 eV
- Total charge: -2

Last column: Mulliken charge in e.
Positions of all 71 atoms, in Å:
Zr: 2.18899 -0.26254 1.35437  -0.71
N: 3.58019 -4.29569 2.70550  0.01
C: 3.88255 -2.98420 2.66178  -0.35
N: 2.85379 -2.34733 2.18328  0.13
C: 1.93887 -3.30865 1.93181  -0.33
N: 2.33968 -4.51841 2.23724  -0.77
C: 0.60913 -2.93103 1.42530  0.98
C: -0.43223 -3.98367 1.32049  -0.90
N: -1.63699 -3.76033 1.04903  -0.73
C: -2.03022 -2.39537 0.70921  0.13
C: -0.93283 -1.30830 0.68950  -1.89
N: 0.38586 -1.71229 1.19210  1.40
H: 4.13848 -5.06471 3.02877  0.16
H: 4.80262 -2.53475 2.99880  0.63
H: -0.13023 -5.00693 1.53602  0.44
H: -2.80791 -2.11163 1.41336  0.39
H: -1.24517 -0.45907 1.29746  0.14
O: 3.16153 -2.01190 -2.41125  -0.77
C: 2.60899 -1.28877 -1.59731  0.48
O: 2.69092 -1.45825 -0.30895  -0.17
C: 1.78642 -0.09477 -2.05773  -1.57
P: 0.61579 0.53902 -0.76048  1.61
C: 0.06910 1.97363 -1.73902  0.85
C: 0.37515 3.25185 -1.27771  -0.03
C: -0.00912 4.36036 -2.01855  -0.36
C: -0.70748 4.20049 -3.20702  -0.60
C: -0.98792 2.92407 -3.68284  -0.79
C: -0.58662 1.81119 -2.95763  -0.19
C: -0.77756 -0.72902 -0.79632  2.90
C: -2.16072 -0.16504 -1.08884  -1.39
C: -3.13711 -1.05907 -1.04095  -1.48
C: -2.68619 -2.46452 -0.71842  0.15
C: -1.55086 -2.83389 -1.64540  -1.05
C: -0.55584 -1.95555 -1.67126  -1.19
H: 1.31302 -0.30355 -3.01441  0.68
H: 2.48760 0.72398 -2.21431  0.77
H: 0.89483 3.39094 -0.33179  -0.34
H: 0.22370 5.35021 -1.64437  0.45
H: -1.04298 5.06850 -3.76321  0.35
H: -1.52599 2.79299 -4.61463  0.40
H: -0.81128 0.81645 -3.32929  0.32
H: -2.30339 0.89132 -1.25920  0.86
H: -4.18430 -0.82714 -1.19300  0.42
H: -3.48757 -3.19906 -0.70781  0.64
H: -1.54577 -3.77285 -2.18551  0.40
H: 0.35687 -2.11363 -2.22917  0.38
S: 2.42567 4.27150 1.48413  -0.58
As: 2.76283 2.34546 2.25710  0.46
S: 0.41798 0.86614 2.89927  -0.19
S: 1.68377 -0.40362 3.90765  -0.32
S: 3.81253 2.49208 4.06778  -0.53
C: 5.70491 -0.53927 -0.39698  -0.97
S: 4.78839 0.60194 0.58814  0.87
O: 3.57289 0.98815 -0.16754  -0.36
O: 5.67952 1.67572 0.88975  -0.55
O: 4.30977 -0.19448 1.76702  -0.54
H: 5.96033 -0.03500 -1.32763  0.35
H: 5.09302 -1.42000 -0.58541  0.20
H: 6.60566 -0.78238 0.16583  0.36
F: -7.68209 2.04010 0.78374  -0.35
C: -6.33093 2.07325 0.81558  0.75
C: -5.61436 1.08208 1.45298  0.03
F: -6.28069 0.06409 2.04030  -0.36
C: -4.23431 1.12817 1.48550  -0.12
F: -3.61108 0.11785 2.12155  -0.44
C: -3.47656 2.15742 0.90590  -0.03
S: -1.75742 2.23418 0.99562  0.10
C: -4.25240 3.12208 0.23917  0.45
F: -3.65107 4.13455 -0.40391  -0.33
C: -5.63285 3.09172 0.19765  -0.02
F: -6.32133 4.05518 -0.45083  -0.33

Entry two
Formula: C27H20AsF5N5O5PS6Zr
Source: the Open Molecules 2025 dataset
Level of theory: ωB97M-V/def2-TZVPD

- HOMO: -2.379 eV
- Total charge: -2

Last column: Mulliken charge in e.
Positions of all 71 atoms, in Å:
Zr: 0.53536 1.43316 -0.55279  1.09
N: 3.81821 2.82814 -3.23728  0.29
C: 2.76510 2.94976 -2.43820  -1.20
N: 2.42516 1.75108 -2.00304  0.80
C: 3.34430 0.92343 -2.57188  -0.08
N: 4.21483 1.54082 -3.33725  -0.90
C: 3.40290 -0.52143 -2.32145  0.37
C: 4.20640 -1.36081 -3.09035  -0.40
N: 4.30409 -2.65983 -2.84073  -0.70
C: 3.58857 -3.11384 -1.81423  -0.49
C: 2.78293 -2.28091 -1.05414  -0.21
N: 2.68176 -0.98445 -1.30931  0.31
H: 4.34506 3.56321 -3.67125  0.24
H: 2.27930 3.87326 -2.18067  0.72
H: 4.78020 -0.95765 -3.91524  0.46
H: 3.65188 -4.17277 -1.59143  0.42
H: 2.21035 -2.66330 -0.21865  0.42
O: -0.19602 -2.40081 -2.22524  -0.71
C: -0.42734 -1.60668 -1.33110  -0.25
O: -0.06243 -0.36031 -1.33831  0.08
C: -1.18915 -2.01307 -0.07659  -0.63
P: 0.00859 -2.18882 1.33067  0.44
C: -1.05952 -1.90699 2.78980  0.55
C: -0.66852 -0.91680 3.68637  -0.50
C: -1.44964 -0.63269 4.80010  -0.51
C: -2.62449 -1.33418 5.02132  -0.39
C: -3.02132 -2.32484 4.13004  -0.69
C: -2.24079 -2.60916 3.02161  -0.26
C: 0.18041 -4.01977 1.38449  0.32
C: 0.46282 -4.66845 2.58854  -0.81
C: 0.72126 -6.03019 2.62137  -0.50
C: 0.71190 -6.77228 1.44717  -0.45
C: 0.44067 -6.13761 0.24372  -0.76
C: 0.17768 -4.77378 0.20857  -0.26
H: -1.74488 -2.93415 -0.24887  0.82
H: -1.87745 -1.21387 0.20176  0.38
H: 0.23330 -0.34883 3.49050  0.33
H: -1.14111 0.14770 5.48457  0.44
H: -3.23852 -1.10586 5.88453  0.35
H: -3.94374 -2.86846 4.29647  0.37
H: -2.55051 -3.38230 2.32701  0.33
H: 0.47342 -4.09927 3.51110  0.39
H: 0.93229 -6.51336 3.56814  0.38
H: 0.91599 -7.83597 1.47146  0.35
H: 0.43257 -6.70398 -0.68008  0.41
H: -0.02706 -4.29399 -0.74362  0.27
S: 1.80705 4.29041 3.13536  -0.58
As: 2.27520 3.63940 1.19293  0.39
S: 2.34838 1.38949 1.13125  -0.44
S: 0.51067 3.91139 -0.15950  -0.54
S: 3.98544 4.40875 0.21224  -0.57
C: -2.38317 2.97467 1.72840  -0.90
S: -2.06106 1.47915 0.85454  1.07
O: -1.85392 1.79944 -0.56965  -0.41
O: -3.12653 0.55803 1.14888  -0.66
O: -0.71134 1.02633 1.31246  -0.37
H: -3.39975 3.28343 1.49450  0.40
H: -1.64570 3.71224 1.41658  0.18
H: -2.27247 2.76090 2.78958  0.31
F: -3.92924 6.87866 -2.51629  -0.34
C: -3.11159 5.82208 -2.67377  0.55
C: -1.74928 6.00260 -2.80088  0.28
F: -1.24183 7.24599 -2.77672  -0.34
C: -0.92306 4.90618 -2.96575  -0.29
F: 0.38041 5.16646 -3.14228  -0.36
C: -1.39541 3.59223 -2.99370  0.77
S: -0.33223 2.21925 -3.17456  -0.47
C: -2.78454 3.45921 -2.91274  0.14
F: -3.36360 2.26522 -3.04487  -0.40
C: -3.62762 4.54231 -2.74264  0.30
F: -4.95963 4.36706 -2.66099  -0.34

Sorted by energy, starting with the most stable: entry two, entry one.

Entry one
Formula: C7H9NO
Source: the Open Molecules 2025 dataset
Level of theory: ωB97M-V/def2-TZVPD

- HOMO: -9.263 eV
- Total charge: 0

Last column: Mulliken charge in e.
Positions of all 18 atoms, in Å:
C: 0.48931 0.01093 2.16061  -0.48
C: -0.68551 -0.57905 2.11195  -0.53
C: 0.90098 0.09840 -1.00397  0.76
C: -0.56794 0.08787 -1.08982  0.76
C: 1.59939 1.23355 -1.06366  -0.96
C: -1.31313 -0.98193 -1.39575  -1.05
O: 1.54419 -1.09631 -0.89470  -0.54
C: -1.22324 1.31883 -0.82244  -0.10
N: -1.78079 2.29352 -0.59823  -0.43
H: 0.91404 -1.79425 -0.67640  0.30
H: 0.59286 1.07800 2.04537  0.25
H: 1.40283 -0.53973 2.31376  0.24
H: -1.59543 -0.02303 1.95870  0.27
H: -0.79719 -1.64528 2.22911  0.26
H: 1.11243 2.18311 -1.17730  0.31
H: 2.67283 1.21571 -1.01697  0.29
H: -2.38642 -0.92065 -1.44276  0.33
H: -0.87921 -1.93967 -1.63750  0.29

Entry two
Formula: C7H9NO
Source: the Open Molecules 2025 dataset
Level of theory: ωB97M-V/def2-TZVPD

- HOMO: -8.875 eV
- Total charge: 0

Last column: Mulliken charge in e.
Positions of all 18 atoms, in Å:
C: -3.93667 0.18459 0.29228  -1.04
C: -2.43557 0.06355 -0.01296  0.14
C: -1.23814 -0.35374 -0.14333  0.70
C: 0.01140 -0.63231 -0.34208  -0.14
C: 1.03134 1.77383 0.07935  -0.32
C: 2.17245 0.56947 -0.26624  -0.09
C: 2.52788 -0.52301 0.80769  -1.20
H: -4.29521 1.10539 0.87913  0.28
H: -4.37268 -0.22833 -0.71058  0.27
H: -4.23428 -0.61629 0.90326  0.32
H: 1.01183 2.65437 -0.80435  0.22
H: 0.90799 2.01055 1.18120  0.27
H: 2.70698 0.58601 -1.21581  0.32
H: 3.62427 -0.23393 0.93601  0.37
H: 3.10102 -1.36277 0.34127  0.28
H: 2.06545 -0.71418 1.75831  0.29
N: 0.76197 0.48991 -0.46470  -0.07
O: 0.66935 -1.64055 -0.31298  -0.59

Sorted by energy, starting with the most stable: entry one, entry two.